Here is a molecular structure, C22H29ClN5O6PS2Si2 from the OMol25 dataset. Energies are from the ωB97M-V functional and the def2-TZVPD basis.

Results
**E**: -102252.936 eV
**HOMO energy**: -0.3250 Ha
**Max |F|**: 0.0167 Eh/bohr

The geometry in XYZ format:
```
68
C22H29ClN5O6PS2Si2, DFT the ωB97M-V functional and the def2-TZVPD basis
C -1.41091 -1.32618 2.06428
Si -1.23281 0.25103 1.13350
O -1.30925 0.06633 -0.51732
Si -0.26184 -0.89359 -1.36133
C 0.68549 0.07866 -2.62819
C 1.15239 1.44152 -2.09792
C 1.38101 2.44003 -3.22337
S 2.54674 3.76357 -2.84089
C 1.96367 4.93927 -1.69804
S 3.15887 5.83900 -1.05348
N 0.62524 5.18235 -1.39753
C 0.20078 6.24579 -0.60619
C -1.14471 6.13626 -0.52030
N -1.60120 5.04414 -1.22502
C -0.53934 4.50052 -1.73757
C -1.26908 -2.27185 -2.17991
C -2.67436 -2.23573 -1.72936
O -3.12893 -2.76688 -0.77220
Cl -3.71981 -1.26511 -2.77436
P 0.77802 1.11307 1.78429
N 1.73134 -0.05167 2.27067
H -0.47787 -1.88256 2.05751
H -1.62646 -1.08275 3.10168
H -2.21297 -1.93786 1.66445
H -2.31547 1.18945 1.49326
H 0.66204 -1.54017 -0.40406
H 0.03796 0.22516 -3.49348
H 1.54320 -0.50244 -2.95719
H 0.42327 1.82303 -1.39415
H 2.10272 1.29793 -1.59168
H 1.88283 1.91963 -4.03613
H 0.45567 2.81015 -3.65087
H 0.84616 6.97779 -0.17085
H -1.79164 6.79456 0.02661
H -0.56772 3.63170 -2.34967
H -1.23537 -2.18205 -3.26045
H -0.87142 -3.24605 -1.91153
H 1.28011 1.91605 0.73751
H 0.48867 2.05688 2.79232
H 2.60964 -0.10646 1.77493
C -6.11253 -5.57914 -0.94020
C -6.69049 -6.80826 -1.23047
C -5.96076 -7.97511 -1.07200
C -4.65862 -7.88113 -0.62062
C -4.06186 -6.66979 -0.32826
C -4.79950 -5.50814 -0.49211
N -3.87957 -9.12002 -0.43790
O -4.41772 -10.17014 -0.72060
O -2.74619 -9.01448 -0.01685
H -6.68700 -4.67071 -1.06282
H -7.71218 -6.86053 -1.57981
H -6.39259 -8.93881 -1.29359
H -3.04115 -6.63602 0.02067
H -4.35201 -4.55165 -0.27026
C 4.07141 3.11702 1.62846
C 4.14823 2.12485 2.59820
C 5.05550 2.24139 3.63929
C 5.86745 3.35757 3.68482
C 5.81063 4.35492 2.73056
C 4.90140 4.22762 1.69337
N 6.82495 3.49494 4.79922
O 6.87108 2.59740 5.61386
O 7.50695 4.49793 4.83247
H 3.36065 3.03143 0.81513
H 3.50263 1.25779 2.55413
H 5.12938 1.48074 4.40113
H 6.46206 5.21240 2.79931
H 4.83517 4.99538 0.93691
```

***

Here is a molecular structure, C29H29N4O7PS2SeW at a distorted geometry from the OMol25 dataset. Energies are from the ωB97M-V functional and the def2-TZVPD basis.

Results
**Charge**: +1
**<S²>**: 0.758
**E**: -148963.688 eV
**Spin multiplicity**: 2
**HOMO energy (alpha / beta)**: -0.3687 / -0.3815 Ha
**Max |F|**: 0.0629 Eh/bohr

The geometry in XYZ format:
```
74
C29H29N4O7PS2SeW, DFT the ωB97M-V functional and the def2-TZVPD basis
W 0.20512 -0.09557 0.18685
C 1.09855 2.03208 -0.46649
C 0.80229 2.07159 0.92360
C 1.72406 1.21262 1.57282
C 2.55870 0.63905 0.60257
C 2.16575 1.13149 -0.65914
H 0.70489 2.70181 -1.21123
H 0.15263 2.76779 1.42446
H 1.81120 1.07491 2.63631
H 3.38667 -0.01590 0.81174
H 2.67616 0.96692 -1.59282
C -7.46463 -1.82194 -11.14642
O -6.36965 -2.61591 -10.70251
C -5.71855 -2.22693 -9.58897
C -6.03219 -1.08462 -8.85713
C -5.30212 -0.78724 -7.71514
C -4.26553 -1.60439 -7.28992
C -3.95239 -2.74163 -8.04183
C -4.66707 -3.04989 -9.17415
C -3.47435 -1.29708 -6.09760
N -2.33246 -1.86115 -5.76984
C -1.96076 -1.25941 -4.59928
C -2.87670 -0.31997 -4.20466
N -3.84606 -0.34952 -5.17716
C -2.70456 0.51595 -3.05872
C -3.51151 1.60392 -2.68985
C -3.12079 2.37841 -1.63848
C -2.00908 1.99776 -0.88461
N -1.30301 0.91768 -1.14107
C -1.58108 0.24967 -2.27444
C -0.59058 -0.70898 -2.69670
N 0.51368 -0.77878 -1.92504
C 1.49327 -1.57558 -2.31363
C 1.42054 -2.35356 -3.46947
C 0.29093 -2.31167 -4.24023
C -0.75058 -1.45351 -3.85706
H -7.85973 -2.31967 -12.02522
H -7.13620 -0.81620 -11.41590
H -8.24149 -1.76441 -10.38170
H -6.82872 -0.42581 -9.16579
H -5.55656 0.11738 -7.17292
H -3.14065 -3.37778 -7.71418
H -4.44030 -3.92984 -9.76152
H -4.69519 0.18770 -5.20473
H -4.40346 1.85424 -3.25157
H -3.66886 3.26707 -1.35921
H -1.70665 2.58412 -0.03532
H 2.36683 -1.61226 -1.68240
H 2.25927 -2.98147 -3.73362
H 0.18705 -2.90635 -5.13883
C -3.12766 -4.25482 2.42578
C -2.67913 -2.91920 2.95972
O -3.36881 -1.83777 2.26087
P -2.76762 -0.95756 1.11459
S -2.15324 0.80202 1.79798
S -1.45204 -2.04871 -0.03199
O -4.01984 -0.59892 0.19544
C -4.71085 -1.55466 -0.64226
C -5.80755 -2.26920 0.11552
H -2.59280 -5.04817 2.94926
H -2.90054 -4.34195 1.36135
H -4.19846 -4.39962 2.57506
H -1.60533 -2.79405 2.85233
H -2.95042 -2.78893 4.00340
H -3.98450 -2.25269 -1.06408
H -5.12370 -0.95669 -1.45419
H -5.39711 -2.92791 0.87850
H -6.39351 -2.87023 -0.58229
H -6.46967 -1.55011 0.59680
O 0.58828 -3.50153 2.25135
Se 1.21958 -2.06146 1.97156
O 2.55233 -1.64151 2.75662
O 1.40374 -1.69818 0.30482
O 0.04840 -0.80946 2.06986
```

***

Here is a molecular structure, C21H16BCsF8N6SSb from the OMol25 dataset. Energies are from the ωB97M-V functional and the def2-TZVPD basis.

Results
**<S²>**: 0.751
**E**: -71320.780 eV
**Spin multiplicity**: 2
**HOMO energy (alpha / beta)**: -0.3109 / -0.3109 Ha
**Max |F|**: 0.0072 Eh/bohr

The geometry in XYZ format:
```
55
C21H16BCsF8N6SSb, DFT the ωB97M-V functional and the def2-TZVPD basis
Cs -1.03149 -0.19851 -0.73212
N 3.41325 -2.64388 -1.84549
C 2.29197 -1.90121 -1.71892
N 1.89507 -1.30213 -0.65538
C 2.66484 -1.44541 0.51256
N 2.27915 -1.05138 1.66799
N 1.06987 -0.39624 1.72734
C 0.30556 -0.82154 2.65282
C -1.01196 -0.21628 2.93625
C -1.75324 -0.74488 3.98533
C -2.98174 -0.18247 4.28984
C -3.41252 0.89886 3.54576
C -2.60445 1.35207 2.51122
N -1.43462 0.81087 2.18789
C 3.96934 -2.13094 0.41328
C 4.85747 -2.21250 1.48685
C 6.04567 -2.90197 1.36367
C 6.36439 -3.53056 0.15947
C 5.50352 -3.45887 -0.91523
C 4.30966 -2.75415 -0.78241
H 3.61338 -3.10380 -2.71688
H 1.69661 -1.83202 -2.62548
H 0.59938 -1.66022 3.28526
H -1.37358 -1.59213 4.54033
H -3.58921 -0.58619 5.08863
H -4.36174 1.37669 3.74228
H -2.92349 2.19347 1.90453
H 4.58115 -1.73093 2.41426
H 6.72531 -2.96047 2.20257
H 7.29159 -4.07947 0.06195
H 5.74590 -3.94518 -1.85243
F -3.82950 -0.78848 -0.63381
Sb -3.94455 -2.63049 -0.09951
F -5.74733 -2.64832 -0.62421
F -4.37720 -2.06402 1.64529
F -3.99231 -4.44198 0.39834
F -2.09375 -2.56426 0.39170
F -3.34047 -3.05204 -1.84708
F -1.68557 -0.38953 -5.67246
B -1.16429 -0.66129 -4.50879
F 0.08702 -1.06171 -4.38539
S 1.08037 4.81649 -2.50909
C 0.92132 3.09757 -2.40356
N -0.21428 2.63575 -2.01177
C -1.08477 3.69006 -1.74491
C -2.39751 3.55022 -1.28805
C -3.14712 4.68207 -1.06254
C -2.60655 5.95721 -1.28423
C -1.31304 6.11308 -1.73187
C -0.55366 4.96375 -1.95895
H 1.75855 2.46362 -2.66361
H -2.81690 2.56837 -1.12372
H -4.16616 4.58491 -0.71235
H -3.21617 6.83215 -1.10226
H -0.90118 7.09822 -1.90287
```

***

Here is 6 unconnected molecules or ions with the total composition C18H47N2O7S at a distorted geometry from the OMol25 dataset. Energies are from the ωB97M-V functional and the def2-TZVPD basis.

Results
**Charge**: +1
**E**: -47566.908 eV
**HOMO energy**: -0.4139 Ha
**Max |F|**: 0.0473 Eh/bohr

The geometry in XYZ format:
```
75
C18H47N2O7S, DFT the ωB97M-V functional and the def2-TZVPD basis
C 3.42019 -0.76135 -0.59714
C 2.96416 -2.12613 -1.03518
O 3.71663 -2.99599 -1.26765
O 1.61087 -2.25277 -1.08393
C 1.12661 -3.23456 -1.98541
C -0.25108 -3.65582 -1.46694
C -1.28960 -2.60034 -1.84967
C -2.72167 -2.78041 -1.27743
C -3.73539 -2.83452 -2.45973
C -4.27011 -1.50864 -3.00384
C -3.20765 -0.47450 -3.37457
C -5.34252 -0.86059 -2.13423
C -2.90948 -4.09980 -0.48934
N -2.43324 -3.87856 0.89448
S -2.12505 -5.41603 1.73328
C -3.46037 -3.05287 1.64375
C -3.93730 -1.94503 0.65645
N -2.94638 -1.64177 -0.35969
H 2.59268 -0.25349 -0.12017
H 3.84588 -0.19150 -1.40723
H 4.14017 -0.94729 0.18785
H 1.74017 -4.12543 -2.03150
H 0.99121 -2.85075 -2.99474
H -0.49862 -4.61788 -1.89921
H -0.11333 -3.75925 -0.39267
H -1.31315 -2.52914 -2.92450
H -0.90069 -1.64384 -1.51445
H -3.26470 -3.43140 -3.23137
H -4.59779 -3.41224 -2.12352
H -4.78282 -1.75547 -3.92928
H -2.73399 -0.05646 -2.49503
H -3.65448 0.29701 -3.98548
H -2.44918 -0.94968 -3.98883
H -5.79725 -0.08213 -2.73852
H -4.93950 -0.36343 -1.26232
H -6.15010 -1.54475 -1.89788
H -2.44185 -4.95257 -0.95703
H -3.95207 -4.37092 -0.40223
H -1.56815 -3.34067 0.93855
H -2.14696 -4.96937 3.00694
H -2.91700 -2.55836 2.43899
H -4.26271 -3.66790 2.02030
H -4.26502 -1.08073 1.21714
H -4.82717 -2.32582 0.16971
H -2.08722 -1.42908 0.14177
C 0.92060 2.87287 -0.21450
O 2.04178 2.11109 0.22509
H 0.19563 2.19563 -0.66281
H 0.45927 3.38348 0.63353
H 1.23788 3.60507 -0.95911
H 2.66865 2.73507 0.61565
C 6.06656 0.87797 2.11320
O 5.08466 1.91145 2.09714
H 7.02156 1.32658 2.37240
H 5.81483 0.11864 2.85820
H 6.14777 0.41097 1.12864
H 4.24071 1.50723 1.86574
C -2.96236 3.04847 0.86779
O -2.35037 4.14491 0.20246
H -2.22083 2.25704 0.95829
H -3.29611 3.33998 1.86709
H -3.81555 2.67545 0.29329
H -3.00912 4.84341 0.12494
C 4.85603 5.42879 0.53523
O 3.59684 4.84160 0.85870
H 5.48550 4.65864 0.09668
H 4.72171 6.23878 -0.18727
H 5.33079 5.81143 1.43434
H 3.04955 5.53118 1.24795
C 5.20055 5.44590 4.80678
O 4.98515 4.96460 3.48379
H 5.29688 6.52798 4.76126
H 4.35609 5.19013 5.45246
H 6.11762 5.02414 5.22604
H 4.90282 4.00374 3.52847
```